[1]
Below is C13H30IrN9O3S as an isolated structure in a non-equilibrium geometry, with properties calculated with ωB97M-V/def2-TZVPD.

XYZ file:
```
57
C13H30IrN9O3S ωB97M-V/def2-TZVPD
Ir -0.1669 0.2156 -0.8490
C 2.3656 -2.1419 0.0381
C 2.3756 -0.7508 0.6724
N 1.0583 -0.0463 0.8489
C 1.3758 1.2687 1.5071
C 0.1979 2.1901 1.3959
N -0.3295 2.1713 0.0042
C 0.0785 3.2975 -0.8891
C 1.5690 3.4530 -1.1172
C 2.3235 2.2176 -1.6241
N 1.4629 1.0770 -2.0470
C 2.3079 -0.0178 -2.6100
C 1.4282 -1.1974 -2.9228
N 0.5953 -1.5312 -1.7264
C 1.1327 -2.5333 -0.7513
H 2.4593 -2.9009 0.8156
H 3.2702 -2.2396 -0.5639
H 2.9883 -0.0618 0.0979
H 2.8344 -0.8037 1.6608
H 0.4936 -0.5826 1.5129
H 2.2590 1.6737 1.0218
H 1.6383 1.0941 2.5514
H 0.4486 3.2065 1.7031
H -0.6075 1.8443 2.0437
H -1.3363 2.2694 0.0921
H -0.3072 4.2177 -0.4454
H -0.4579 3.1629 -1.8283
H 2.0630 3.8316 -0.2213
H 1.6607 4.2565 -1.8492
H 3.0173 1.8274 -0.8826
H 2.9392 2.4927 -2.4831
H 0.8416 1.3908 -2.7957
H 3.0939 -0.2508 -1.8977
H 2.8001 0.3296 -3.5214
H 2.0064 -2.0685 -3.2338
H 0.7382 -0.9526 -3.7299
H -0.2321 -2.0082 -2.0899
H 1.3290 -3.4538 -1.3041
H 0.2989 -2.7405 -0.0806
C -3.6900 -2.1933 4.3169
C -3.6600 -2.0987 2.8394
N -4.5874 -2.4800 2.0230
N -4.0995 -2.2109 0.7818
C -2.8860 -1.6869 0.8037
S -2.0070 -1.3942 -0.6667
N -2.5748 -1.6034 2.1106
N -1.3992 -1.0477 2.6291
H -4.6525 -2.6043 4.6121
H -3.5721 -1.2136 4.7820
H -2.9056 -2.8599 4.6804
H -4.6714 -2.4113 -0.0290
H -1.0825 -1.6544 3.3821
H -1.6455 -0.1531 3.0467
O -1.0522 0.5213 -2.7115
N -2.2104 1.1309 -2.4887
O -2.9350 1.4242 -3.3559
O -2.3827 1.3292 -1.2581
```

Values from the calculation:
charge	+3
LUMO energy (alpha / beta)	-10.4316 / -12.6215	eV
expectation value of S²	0.754
calculated total energy	-47164.945	eV
maximum force	1.803	eV/Å
energy relative to the best compared isomer or geometry (same formula, charge and spin)	158.42	kJ/mol
multiplicity	2
gap between HOMO and LUMO (alpha / beta)	7.889 / 5.621	eV

natural (NBO) population analysis, charges in e, atoms 1 to 5: 1.255, -0.451, -0.231, -0.582, -0.245


[2]
Below is C5H8O as an isolated structure in a non-equilibrium geometry, with properties calculated with ωB97M-V/def2-TZVPD.

XYZ file:
```
14
C5H8O ωB97M-V/def2-TZVPD
C 0.1726 -1.6487 0.5069
C 0.3442 -0.4104 -0.2977
C -0.9342 0.3191 -0.7962
C -0.2647 1.5082 -0.1410
O -0.3216 1.4628 1.2464
C 0.8097 0.8372 0.6241
H -0.4834 -1.3981 1.3469
H 1.1535 -1.9130 0.9030
H -0.2550 -2.4723 -0.0640
H 1.0109 -0.5087 -1.1736
H -1.8827 -0.0043 -0.3381
H -1.1003 0.4451 -1.8794
H -0.0005 2.3796 -0.6874
H 1.7515 1.4034 0.7501
```

Values from the calculation:
charge	0
LUMO energy	1.1559	eV
calculated total energy	-7359.159	eV
maximum force	2.231	eV/Å
energy relative to the best compared isomer or geometry (same formula, charge and spin)	298.73	kJ/mol
gap between HOMO and LUMO	10.393	eV

natural (NBO) population analysis, charges in e, atoms 1 to 5: -0.614, -0.179, -0.458, 0.076, -0.465